{"formula": "C11H8NO5Pt", "method": "the ωB97M-V functional and the def2-TZVPD basis", "e_tot_ev": -26469.4870, "orbital_gap_ha": [0.2388, 0.1151], "largest_force_ha_per_bohr": 0.147, "homo_energy_ev": [-18.1285, -20.0975], "de_lowest_kj_mol": 225.0, "total_charge": 3, "spin_multiplicity": 5, "s2": 6.04, "elements": ["O", "C", "Pt", "C", "O", "C", "O", "C", "O", "C", "O", "H", "N", "C", "C", "C", "C", "C", "C", "H", "H", "H", "H", "H", "H", "H"], "coordinates": [[-3.428488, 5.957073, -3.615748], [-2.936013, 4.936328, -3.534830], [-0.579500, 1.617281, -1.360373], [0.074570, -0.144580, -2.023594], [0.450885, -1.213777, -2.094169], [0.017238, 1.966430, 0.484811], [0.275144, 1.999988, 1.614196], [-2.503484, 1.131150, -1.017343], [-3.463638, 0.788605, -0.442032], [0.964752, 2.569602, -2.156760], [1.930125, 3.163654, -2.325414], [-1.296129, 3.127043, -1.206280], [-0.918600, -0.465271, 0.436735], [0.186599, -1.220198, 0.942434], [1.513616, -0.832194, 0.801003], [2.508169, -1.691043, 1.284808], [2.147850, -2.926228, 1.866385], [0.781316, -3.297596, 1.962056], [-0.175343, -2.429279, 1.495794], [-1.499251, -0.086909, 1.203409], [-1.579335, -1.093662, -0.037697], [1.763426, 0.089542, 0.329105], [3.560349, -1.396752, 1.204183], [2.947466, -3.601885, 2.243631], [0.490340, -4.256280, 2.409378], [-1.232064, -2.691041, 1.536313]], "atomic_forces_ev_per_a": [[0.92, -1.95, 0.09], [-0.86, 1.87, -0.02], [-0.82, 0.36, 1.33], [1.18, -3.95, -2.18], [-0.43, 1.67, 0.26], [1.43, 0.74, 6.17], [-1.06, 0.21, -4.64], [-6.89, -2.27, 2.09], [4.29, 1.80, -2.12], [5.77, 3.40, -2.14], [-3.24, -1.81, 0.65], [-0.43, 1.00, -0.12], [-1.04, -0.56, 0.63], [0.71, 0.47, -0.64], [1.32, -0.98, 0.71], [-0.22, 2.14, -1.06], [0.83, -1.22, 0.69], [-1.00, -0.30, 0.20], [-0.57, -2.04, 1.03], [0.29, 0.46, -0.03], [0.15, 0.07, -0.47], [0.35, 0.42, -0.16], [-0.36, -0.20, 0.04], [-0.66, 0.48, -0.25], [0.17, 0.35, -0.23], [0.18, -0.17, 0.17]], "nbo_charge": [-0.421, 0.453, 0.796, 0.436, -0.320, 0.494, -0.312, 0.464, -0.318, 0.472, -0.232, -0.046, -0.632, 0.379, -0.274, -0.060, 0.129, -0.090, -0.246, 0.458, 0.450, 0.241, 0.296, 0.297, 0.308, 0.276]}